Entry 1:
The following is a quantum chemistry calculation of a single C11H17NO2S molecule, from the OMol25 dataset.

Last column: Mulliken charge in e.
Cartesian coordinates (Å):
C1 0.15845 1.45085 -0.49562  -1.166
C2 -1.97646 0.69488 0.47098  -1.373
C3 -1.20495 0.11808 1.58646  -0.908
C4 -1.29495 -0.35930 -1.63516  -1.808
C5 -0.40050 -1.83533 0.23695  -1.773
C6 1.26768 -0.18319 1.12984  -1.448
C7 1.19089 -0.62481 -1.40189  -1.395
C8 -1.21960 0.87559 -0.87769  0.803
C9 -0.07294 -0.88401 1.35366  0.346
C10 -0.12007 -1.29354 -1.24691  0.517
C11 1.31844 0.52245 -0.26484  1.472
N1 0.00497 2.75309 -0.06821  -0.415
O1 3.96212 -1.11855 0.69878  -0.482
O2 2.60734 1.08092 -0.32910  -0.548
S1 4.06312 0.07332 -0.22180  0.429
H1 -2.78905 0.10987 0.15205  0.534
H2 -2.45179 1.63228 0.81721  0.511
H3 -0.90760 0.86074 2.27561  0.470
H4 -2.01776 -0.29367 2.33871  0.334
H5 -2.26537 -0.83322 -1.45419  0.471
H6 -1.17914 -0.30140 -2.67751  0.408
H7 0.17216 -2.75669 0.36994  0.471
H8 -1.37262 -2.19707 0.25566  0.673
H9 1.61232 0.58843 1.76119  0.406
H10 2.12758 -0.86987 0.99788  0.851
H11 2.01893 -1.28792 -1.31251  0.626
H12 1.28664 -0.06717 -2.29928  0.404
H13 -1.81579 1.70050 -1.47066  0.350
H14 0.00399 -1.41864 2.30528  0.436
H15 -0.43351 -2.16000 -1.84625  0.241
H16 -0.99422 2.98595 0.31192  0.294
H17 0.72167 3.03744 0.53947  0.269

ΔE to the lowest compared entry with this formula, charge and spin ... 101.5 kcal per mole
HOMO-LUMO gap (alpha / beta) ... 9.6 / 4.8 eV


Entry 2:
The following is a quantum chemistry calculation of 2 unconnected molecules or ions with the total composition C11H18, from the OMol25 dataset.

Last column: Löwdin spin population.
Cartesian coordinates (Å):
C1 -0.69372 0.24865 -2.18751  0.001
C2 -1.36476 0.69334 -3.54491  0.002
C3 0.06075 -1.07282 -2.44263  0.014
C4 0.25251 1.27490 -1.51694  0.006
H1 -1.69503 0.00036 -1.57780  0.001
H2 -0.94790 0.28168 -4.37926  0.001
H3 0.92500 -0.76841 -3.17682  0.002
H4 0.34513 -1.48055 -1.54466  0.008
H5 -0.53169 -1.89337 -2.88860  0.003
H6 -0.37667 2.20935 -1.27138  0.001
H7 0.54167 1.04457 -0.53254  0.003
H8 1.23060 1.36966 -1.86519  0.002
H9 -1.12816 1.75181 -3.64188  0.000
H10 -2.47364 0.46585 -3.46698  0.000
C5 -0.69653 1.56342 2.86303  0.015
C6 0.07610 -1.87653 1.33791  0.235
C7 1.35178 -2.06598 1.85529  0.068
C8 -0.52240 -0.59410 1.54759  0.112
C9 0.10362 0.36555 2.33576  0.065
C10 2.01851 -1.08569 2.53332  0.132
C11 1.42480 0.17878 2.81925  0.242
H11 -0.43189 -2.67072 0.88895  0.030
H12 1.82238 -2.89505 1.54692  -0.002
H13 -1.43873 -0.36794 1.03048  0.007
H14 3.04415 -1.21131 2.78062  0.006
H15 -0.56953 1.70436 3.97519  0.003
H16 -1.77040 1.41029 2.80567  0.002
H17 1.91976 0.93513 3.35942  0.035
H18 -0.47569 2.48476 2.35769  0.006

Total charge ... -1
Multiplicity ... 2
ΔE to the lowest compared entry with this formula, charge and spin ... 42.2 kcal per mole
HOMO-LUMO gap (alpha / beta) ... 2.6 / 7.0 eV
Expectation value of S² ... 0.7599


Entry 3:
The following is a quantum chemistry calculation of 2 unconnected molecules or ions with the total composition C11H18, from the OMol25 dataset.

Last column: Löwdin spin population.
Cartesian coordinates (Å):
C1 1.94868 -1.37381 -2.75418  0.002
C2 2.08779 0.48205 1.22707  0.037
C3 2.49404 1.17351 0.09217  0.270
C4 1.80436 -0.85380 1.06427  0.147
C5 2.54882 0.57594 -1.21596  0.097
C6 1.69505 -1.41156 -0.24960  0.354
C7 2.07959 -0.69363 -1.40619  0.048
H1 2.00901 0.95956 2.17932  -0.002
H2 2.77496 2.20815 0.15988  0.012
H3 1.77600 -1.46580 1.96158  0.003
H4 2.90970 1.17663 -2.02807  0.003
H5 1.18061 -2.34548 -0.38061  0.014
H6 0.88237 -1.45502 -2.95143  0.002
H7 2.50726 -2.30582 -2.78647  0.001
H8 2.36221 -0.70637 -3.51428  0.000
C8 -1.93605 0.48741 0.52573  0.000
C9 -1.37513 0.12053 1.92796  0.007
C10 -2.66511 -0.68059 -0.14924  0.000
C11 -2.78389 1.73105 0.58879  0.001
H9 -1.01060 0.69739 -0.01409  0.000
H10 -0.48825 -0.49240 1.74560  0.003
H11 -2.02862 -0.41406 2.61774  0.000
H12 -3.44373 -0.99421 0.54625  0.000
H13 -3.16541 -0.32287 -1.04905  0.000
H14 -1.95431 -1.47178 -0.38256  0.000
H15 -2.45827 2.50935 1.29060  0.000
H16 -2.92038 2.24192 -0.36994  0.000
H17 -3.80362 1.56287 0.96732  0.000
H18 -1.02706 1.06084 2.35737  0.001

Total charge ... +1
Multiplicity ... 2
ΔE to the lowest compared entry with this formula, charge and spin ... 14.6 kcal per mole
HOMO-LUMO gap (alpha / beta) ... 9.4 / 5.6 eV
Expectation value of S² ... 0.7683


Entry 4:
The following is a quantum chemistry calculation of a molecular structure, C11H18AgSi, from the OMol25 dataset.

Last column: Mulliken charge in e.
Cartesian coordinates (Å):
C1 2.20584 -1.21316 1.47582  -0.731
C2 2.65154 -1.20878 -0.06384  -0.516
C3 1.77813 -0.26453 -1.02613  -0.371
Si1 1.82575 1.60116 -0.58538  0.403
C4 0.38313 2.13361 0.61129  -0.638
C5 -0.95988 1.37494 0.14478  0.380
C6 -2.00211 1.95062 -0.84177  -0.600
C7 -3.23579 1.07156 -1.19480  -0.327
C8 -3.47969 -0.36539 -0.63953  -0.496
C9 -2.44413 -0.93949 0.35770  0.535
C10 -2.51393 -2.39717 1.03381  -1.049
C11 -1.23530 -0.05046 0.72560  -0.409
H1 2.14912 -0.18247 1.96591  0.207
H2 1.24854 -1.83425 1.65800  0.130
H3 3.03251 -1.78554 2.04983  0.337
H4 2.49530 -2.29008 -0.44663  0.323
H5 3.78759 -1.03108 -0.13708  0.254
H6 2.25579 -0.35401 -2.08365  0.319
H7 0.69101 -0.63301 -1.17256  0.273
H8 3.13670 1.97657 -0.01637  -0.130
H9 1.60741 2.38239 -1.82092  -0.349
H10 0.24587 3.26326 0.48664  0.398
H11 0.69661 1.84869 1.67763  0.355
H12 -1.84262 3.00760 -1.27034  0.310
H13 -4.01344 1.51068 -1.90799  0.308
H14 -4.37483 -1.00889 -0.93359  0.346
H15 -2.25988 -3.14891 0.20007  0.270
H16 -3.53790 -2.63234 1.47179  0.343
H17 -1.66511 -2.50696 1.80818  0.279
H18 -0.47733 -0.44946 1.47232  0.098
Ag1 3.85111 2.17492 -2.99880  0.747

Total charge ... +1
HOMO-LUMO gap ... 4.4 eV


Entry 5:
The following is a quantum chemistry calculation of a molecular structure, C11H18AlN2O6, from the OMol25 dataset.

Last column: Mulliken charge in e.
Cartesian coordinates (Å):
N1 5.12788 2.83290 0.58953  -0.614
C1 4.28951 2.11155 0.96696  0.710
O1 3.35536 1.36164 1.33745  -0.443
C2 2.33001 1.21182 0.24283  0.007
O2 1.46907 2.21072 0.38644  -0.561
Al1 -0.16218 1.44049 0.07952  0.799
C3 -1.84095 2.35612 0.68225  -1.124
C4 -3.06112 2.09641 -0.21205  -0.857
C5 -3.32404 0.62677 -0.53220  -0.223
C6 -4.26996 -0.04183 0.44551  -0.568
O3 -4.96608 -1.16562 -0.17853  -0.374
C7 -4.34464 -2.33778 -0.05673  0.131
O4 -3.16664 -2.53381 -0.15549  -0.427
O5 0.42067 -0.02153 0.98881  -0.856
C8 1.63807 -0.20945 0.28215  0.631
C9 2.43816 -1.29267 0.97944  -1.097
C10 2.90914 -2.50384 0.12281  -0.548
C11 3.11226 -2.29294 -1.35651  0.445
N2 3.72202 -1.12008 -1.85165  -0.639
O6 2.74885 -3.14359 -2.13770  -0.587
H1 2.90891 1.20796 -0.68714  0.195
H2 -0.34240 1.12915 -1.49759  -0.392
H3 -1.65977 3.43129 0.66703  0.425
H4 -2.10786 2.13735 1.71404  0.410
H5 -3.95717 2.50098 0.26180  0.370
H6 -2.93412 2.63385 -1.14065  0.355
H7 -3.80995 0.57631 -1.50092  0.374
H8 -2.42943 0.02604 -0.61282  0.121
H9 -5.01711 0.65567 0.79106  0.346
H10 -3.73618 -0.45744 1.28744  0.284
H11 -5.02783 -3.16623 0.15971  0.372
H12 1.30011 -0.40344 -0.73858  0.199
H13 3.29321 -0.90717 1.51649  0.366
H14 1.76772 -1.68461 1.72538  0.386
H15 3.88692 -2.79435 0.50423  0.343
H16 2.28195 -3.36235 0.27053  0.322
H17 3.00710 -0.52009 -2.24050  0.362
H18 4.15049 -0.58820 -1.10240  0.357

Total charge ... -1
HOMO-LUMO gap ... 8.7 eV


Entry 6:
The following is a quantum chemistry calculation of a molecular structure, C11H18CdN5O, from the OMol25 dataset.

Last column: Mulliken charge in e.
Cartesian coordinates (Å):
Cd1 2.42901 -14.00223 6.49283  1.264
C1 0.87032 -13.57270 8.75477  -0.748
O1 0.69117 -13.90783 7.43378  -0.840
H1 1.78647 -13.06406 9.05507  0.311
H2 0.08251 -12.87841 9.09574  0.305
H3 0.81751 -14.45799 9.38258  0.272
C2 -0.26279 -17.15904 7.46602  -0.796
C3 0.91633 -16.83777 6.66257  0.649
N1 1.78019 -16.40745 6.02432  -0.579
H4 -0.79626 -16.27000 7.77841  0.228
H5 0.10205 -17.70432 8.35883  0.272
H6 -0.99684 -17.83013 6.93756  0.337
C4 3.70102 -15.04528 11.26618  -0.857
C5 3.61257 -15.29079 9.86056  0.325
N2 3.53669 -15.34666 8.72566  -0.381
H7 2.75748 -14.63057 11.61083  0.280
H8 4.41768 -14.20344 11.45543  0.278
H9 4.02081 -15.95407 11.78711  0.322
C6 2.52069 -13.53156 1.56345  -0.834
C7 2.26710 -13.69301 2.98302  0.260
N3 2.00316 -13.78079 4.06205  -0.212
H10 2.71421 -14.57233 1.26253  0.275
H11 3.36316 -12.86021 1.34046  0.290
H12 1.64972 -13.15333 1.13132  0.295
C8 6.80669 -12.62178 5.76464  -0.799
C9 5.46279 -13.12025 5.71406  0.338
N4 4.41552 -13.54062 5.75268  -0.106
H13 7.19479 -12.76832 4.72692  0.286
H14 7.31336 -13.24916 6.53302  0.283
H15 6.75377 -11.54264 5.91548  0.292
C10 1.16600 -9.30904 7.10851  -0.792
C11 2.06548 -10.44250 6.99615  0.396
N5 2.70619 -11.40903 6.93062  -0.450
H16 0.75666 -9.13556 6.11341  0.265
H17 1.65797 -8.39159 7.51377  0.309
H18 0.32411 -9.62164 7.78789  0.264

Total charge ... +1
HOMO-LUMO gap ... 9.0 eV


Number 1: maximum force 0.0786 Eh/bohr. Number 2: maximum force 0.0782 Eh/bohr. Number 3: maximum force 0.0312 Eh/bohr. Number 4: maximum force 0.0806 Eh/bohr. Number 5: maximum force 0.0514 Eh/bohr. Number 6: maximum force 0.0852 Eh/bohr.